No. 1
Entry from the OMol25 dataset: a molecular structure, C39H74N11OPPdSSi (ωB97M-V/def2-TZVPD).

Summary:
gap between HOMO and LUMO (spin up / spin down): 6.19 / 5.45 eV
spin multiplicity: 5
relative energy (zero: lowest compared OMol25 entry of this formula, charge and spin): 0.0 kJ/mol
<S²>: 6.04
energy: -3364.45385 Ha
charge: +2
HOMO (spin up / spin down): -11.746 / -13.030 eV

Each line ends with the Mulliken charge.
Atoms and positions in Å:
Pd1 0.2751 -0.2561 -0.3387  -0.431
C1 -3.3286 -1.9981 4.1331  -1.076
C2 -1.8624 -1.9135 4.5228  -0.196
N1 -0.9638 -2.3300 3.4399  0.005
C3 -0.6344 -1.6184 2.3705  0.157
S1 0.3991 -2.2232 1.1884  -0.713
N2 -1.2055 -0.3351 2.4027  -0.787
N3 -0.9769 0.3848 1.3564  2.687
C4 -1.4024 1.6538 1.3887  -0.167
C5 -2.3055 2.1788 2.4473  -2.263
C6 -0.8802 2.5263 0.3435  -0.213
C7 -1.1749 3.8876 0.3492  -0.756
C8 -0.5898 4.7136 -0.6002  -1.179
C9 0.2716 4.1542 -1.5221  -1.249
C10 0.4987 2.7788 -1.4839  -0.628
N4 -0.0653 1.9841 -0.5899  1.670
H1 -3.9490 -1.6615 4.9625  0.411
H2 -3.6131 -3.0220 3.8918  0.343
H3 -3.5359 -1.3644 3.2702  0.159
H4 -1.6486 -2.5743 5.3612  0.567
H5 -1.5928 -0.9015 4.8229  -0.088
H6 -0.5892 -3.2669 3.4730  0.318
H7 -2.6002 1.3937 3.1351  0.277
H8 -3.1991 2.6092 1.9897  0.583
H9 -1.8123 2.9771 3.0055  0.445
H10 -1.8412 4.3008 1.0914  0.599
H11 -0.8015 5.7738 -0.6083  0.481
H12 0.7626 4.7565 -2.2731  0.583
H13 1.1681 2.3013 -2.1867  0.705
O1 1.7542 0.7851 1.2334  1.196
P1 2.8448 0.9289 2.2481  -2.544
N5 3.9486 1.9738 1.6309  0.896
C11 3.6797 2.9654 0.5878  0.475
C12 5.0848 3.3333 0.1306  -0.577
C13 5.8631 3.3597 1.4470  -0.862
C14 5.2540 2.2106 2.2641  -0.286
N6 2.4087 1.5130 3.7316  0.112
C15 1.6277 0.6979 4.6768  -0.665
C16 0.4408 1.5782 5.0349  0.217
C17 1.0599 2.9745 5.0328  -1.073
C18 2.0266 2.9345 3.8453  -0.144
N7 3.5840 -0.4825 2.6536  0.969
C19 4.3121 -0.7255 3.9191  -0.505
C20 5.4693 -1.6351 3.5150  -0.795
C21 4.8974 -2.4061 2.3300  -0.760
C22 4.1167 -1.3331 1.5823  0.683
H14 3.1737 3.8517 0.9939  0.182
H15 3.0511 2.5342 -0.1910  -0.637
H16 5.1257 4.2792 -0.4064  0.470
H17 5.4746 2.5468 -0.5216  0.119
H18 5.6913 4.3100 1.9548  0.307
H19 6.9373 3.2470 1.3156  0.447
H20 5.1507 2.4778 3.3197  0.336
H21 5.8653 1.3047 2.2103  0.051
H22 2.2253 0.4868 5.5687  0.315
H23 1.3481 -0.2578 4.2282  0.373
H24 -0.0158 1.3103 5.9873  0.498
H25 -0.3149 1.4954 4.2543  -0.537
H26 1.6100 3.1385 5.9603  0.366
H27 0.3272 3.7755 4.9386  0.415
H28 2.9042 3.5622 4.0087  0.270
H29 1.5323 3.2801 2.9287  0.066
H30 3.6578 -1.2314 4.6339  0.358
H31 4.6457 0.2066 4.3734  0.381
H32 5.7937 -2.2757 4.3327  0.422
H33 6.3264 -1.0372 3.1970  0.264
H34 4.2124 -3.1806 2.6813  0.367
H35 5.6570 -2.8811 1.7109  0.380
H36 3.3113 -1.7394 0.9750  -0.811
H37 4.7829 -0.7537 0.9245  -0.064
C23 4.4986 -3.6384 -3.3668  -1.203
C24 5.5730 -2.5606 -3.2983  0.645
C25 5.5396 -1.6519 -4.5230  -1.484
C26 5.4889 -1.7692 -1.9930  -1.096
N8 4.2814 -0.9450 -1.8906  0.803
C27 4.0487 0.2966 -2.3335  -0.663
N9 2.8128 0.6237 -2.0466  -0.759
N10 2.3017 -0.4560 -1.4330  1.477
N11 3.1610 -1.4023 -1.3439  -1.092
H38 4.5778 -4.1927 -4.3015  0.486
H39 3.5025 -3.1965 -3.3233  0.018
H40 4.5884 -4.3476 -2.5430  0.366
H41 6.5516 -3.0481 -3.2599  0.358
H42 4.5510 -1.2067 -4.6623  0.230
H43 5.7611 -2.2245 -5.4222  0.443
H44 6.2764 -0.8490 -4.4546  0.371
H45 6.3371 -1.0922 -1.8918  0.561
H46 5.4728 -2.4377 -1.1330  0.165
H47 4.7795 0.9165 -2.8231  0.441
C28 -3.2815 0.5938 -2.4072  -1.727
C29 -2.2270 -0.1694 -3.2172  2.692
C30 -2.8848 -0.8122 -4.4428  -1.890
C31 -1.2350 0.8963 -3.7340  -2.012
Si1 -1.1334 -1.3172 -2.1009  -0.257
C32 -3.0704 -2.7444 -0.9693  1.638
C33 -3.4183 -1.7710 0.1122  -1.915
C34 -4.1114 -2.9758 -2.0142  -1.824
C35 -2.3628 -3.9704 -0.4918  -1.373
C36 -0.2939 -2.7468 -3.0905  3.117
C37 0.6051 -3.5871 -2.1763  -1.273
C38 -1.1785 -3.6984 -3.9021  -1.727
C39 0.5950 -1.9822 -4.1001  -2.153
H48 -3.6335 1.4455 -2.9959  0.582
H49 -2.8683 0.9876 -1.4730  0.057
H50 -4.1551 -0.0111 -2.1732  0.323
H51 -3.5029 -0.0597 -4.9410  0.587
H52 -3.5300 -1.6527 -4.2006  0.271
H53 -2.1474 -1.1481 -5.1710  0.421
H54 -1.7457 1.4964 -4.4926  0.663
H55 -0.3376 0.4853 -4.1958  0.294
H56 -0.9394 1.5648 -2.9332  0.294
H57 -3.8846 -0.8618 -0.2569  0.164
H58 -2.5500 -1.5208 0.7156  0.270
H59 -4.1443 -2.2624 0.7761  0.695
H60 -4.6160 -2.0668 -2.3308  0.320
H61 -4.8772 -3.6264 -1.5672  0.564
H62 -3.7292 -3.5078 -2.8828  0.304
H63 -1.4576 -3.7427 0.0689  0.067
H64 -2.1396 -4.6737 -1.2895  0.436
H65 -3.0454 -4.4843 0.2004  0.546
H66 0.0295 -4.2867 -1.5735  0.223
H67 1.2132 -2.9820 -1.5082  -0.259
H68 1.2883 -4.1790 -2.7924  0.511
H69 -1.8089 -4.3236 -3.2740  0.261
H70 -0.5303 -4.3753 -4.4670  0.577
H71 -1.8109 -3.1816 -4.6200  0.327
H72 1.2206 -1.2187 -3.6325  0.268
H73 0.0087 -1.5140 -4.8890  0.368
H74 1.2595 -2.7068 -4.5787  0.582

=====

No. 2
Entry from the OMol25 dataset: 11 unconnected molecules or ions with the total composition C39H75N6O20P5 (ωB97M-V/def2-TZVPD).

Summary:
gap between HOMO and LUMO: 8.07 eV
relative energy (zero: lowest compared OMol25 entry of this formula, charge and spin): 0.0 kJ/mol
energy: -5071.55257 Ha
charge: 0
HOMO: -7.662 eV

Each line ends with the Mulliken charge.
Atoms and positions in Å:
C1 -2.6424 5.4734 -0.3379  -0.035
O1 -1.4080 6.1301 -0.7321  -0.362
P1 0.0803 5.6613 -0.4368  -0.524
O2 0.4092 4.2089 -0.5192  0.880
O3 0.8779 6.6305 -1.3258  -0.385
C2 0.7981 6.3353 -2.7663  -0.613
O4 0.4009 6.2558 0.9572  -0.428
C3 0.4002 5.3964 2.1501  -0.352
H1 -3.1163 6.1566 0.3629  0.376
H2 -2.4167 4.5562 0.2109  -0.183
H3 -3.2490 5.2427 -1.2071  0.055
H4 1.2315 7.2486 -3.1579  0.204
H5 -0.2479 6.3297 -2.9477  0.418
H6 1.3707 5.4385 -2.9964  0.048
H7 0.5415 6.0152 3.0095  0.346
H8 1.1051 4.5682 2.0191  0.124
H9 -0.6629 5.0411 2.2053  0.141
C4 2.0806 -2.0468 5.0502  -0.470
O5 2.4944 -3.0700 4.0930  -0.131
P2 1.4017 -4.1415 3.7083  0.793
O6 0.0482 -3.6577 3.4491  -0.304
O7 2.1209 -4.9288 2.5803  -0.517
C5 1.8730 -4.3848 1.1872  0.408
O8 1.5289 -5.1520 4.8822  -0.396
C6 0.3028 -5.7902 5.3318  -0.501
H10 2.1508 -2.4288 6.0619  0.415
H11 1.0349 -1.7914 4.8171  -0.021
H12 2.6620 -1.1497 4.8650  0.249
H13 1.2565 -5.1038 0.6773  -0.404
H14 2.8625 -4.2612 0.6818  0.191
H15 1.3426 -3.4234 1.3216  -0.004
H16 -0.5538 -5.4981 4.7102  0.194
H17 0.2036 -5.5037 6.4059  0.228
H18 0.5019 -6.8591 5.3205  0.255
C7 3.6897 4.9226 -0.4280  -0.269
O9 3.5299 4.7945 -1.8365  -0.039
P3 4.0718 3.4698 -2.5286  0.872
O10 4.9974 2.6528 -1.7007  -0.855
O11 4.5050 4.0065 -3.9568  -0.378
C8 5.6779 4.8627 -4.0458  -0.760
O12 2.7592 2.7417 -2.8686  0.254
C9 2.6267 1.6541 -3.8428  -0.908
H19 4.1218 4.0242 0.0366  0.306
H20 2.7504 5.1051 0.0179  -0.241
H21 4.3324 5.7706 -0.3391  0.270
H22 5.4920 5.8113 -3.4993  0.246
H23 5.6436 5.0364 -5.0900  0.274
H24 6.5288 4.3268 -3.7301  0.313
H25 2.8503 2.0783 -4.8067  0.373
H26 1.6571 1.2025 -3.8642  0.118
H27 3.3434 0.9231 -3.4665  0.384
C10 0.8520 -0.1502 1.9033  -0.258
O13 0.0190 -0.1942 3.0987  0.964
P4 -0.1713 1.1872 3.8284  -0.606
O14 -0.4192 2.4354 3.0689  -0.315
O15 -1.4780 0.8965 4.7068  -0.375
C11 -1.3731 -0.2965 5.5370  -0.526
O16 1.0920 1.3202 4.8118  -0.210
C12 1.3460 2.5892 5.4892  -0.794
H28 0.2347 -0.2562 1.0179  -0.051
H29 1.5671 -0.9698 1.9443  0.098
H30 1.3530 0.8297 1.7809  0.254
H31 -0.5845 -0.1780 6.2583  0.245
H32 -1.1593 -1.1613 4.8985  0.036
H33 -2.3340 -0.3568 6.0346  0.333
H34 0.5816 3.2911 5.2210  0.293
H35 2.3313 2.9929 5.1802  0.245
H36 1.3124 2.4219 6.5428  0.295
C13 -2.0827 -5.9824 -2.5082  -0.556
O17 -1.8715 -6.3595 -1.1093  -0.283
P5 -2.5769 -5.5744 0.1026  0.517
O18 -4.0423 -5.2683 0.0346  -0.856
O19 -2.3089 -6.6001 1.2061  -0.405
C14 -1.0086 -6.7477 1.8742  -0.428
O20 -1.6180 -4.2967 0.3439  0.539
C15 -2.2499 -3.3570 1.2827  -0.721
H37 -1.7902 -6.7099 -3.2327  0.356
H38 -1.5009 -5.0711 -2.7186  0.157
H39 -3.1192 -5.7960 -2.7923  0.285
H40 -0.2130 -6.7490 1.0908  0.148
H41 -1.0305 -7.7154 2.3635  0.368
H42 -0.8077 -6.0357 2.6582  0.105
H43 -2.0156 -3.5524 2.3120  0.229
H44 -3.3150 -3.4074 1.0231  0.498
H45 -1.9759 -2.3367 1.0663  0.084
C16 -4.5664 2.5956 0.4983  -0.010
C17 -4.9267 3.4298 1.6187  -1.238
C18 -3.8319 3.5233 2.4072  -0.411
N1 -2.8812 2.7377 1.8626  0.714
C19 -3.2707 2.1580 0.7016  -0.452
H46 -5.2008 2.4900 -0.3907  0.487
H47 -5.8055 4.0314 1.6770  0.408
H48 -3.6429 3.9386 3.3771  0.483
H49 -1.9333 2.6631 2.2431  -0.037
H50 -2.6057 1.6294 0.0394  0.323
C20 0.9255 -4.5391 -4.5708  -0.791
C21 0.6514 -3.4369 -3.7438  -0.531
C22 0.6711 -3.9421 -2.4400  -0.172
N2 1.0917 -5.2270 -2.4627  0.288
C23 1.2638 -5.6026 -3.7601  -0.775
H51 0.9722 -4.5533 -5.6415  0.455
H52 0.2776 -2.4903 -4.0364  0.674
H53 0.4330 -3.4239 -1.4996  0.183
H54 1.4626 -5.7928 -1.6924  0.215
H55 1.5023 -6.6178 -4.0564  0.389
C24 -0.1953 -0.5836 -1.5323  -0.700
C25 1.2067 -0.8028 -1.2902  -0.187
C26 1.7015 0.4231 -0.9899  -1.040
N3 0.6995 1.3489 -1.0497  1.895
C27 -0.4743 0.7186 -1.3870  -0.738
H56 -0.8574 -1.4322 -1.5766  0.814
H57 1.8227 -1.7141 -1.3843  0.329
H58 2.6873 0.7960 -0.6742  0.388
H59 0.8899 2.3410 -1.2596  -0.026
H60 -1.3371 1.3778 -1.4938  -0.433
C28 -4.3555 -0.7453 -2.1774  0.153
C29 -4.2384 -1.6025 -3.2951  -0.685
C30 -4.3150 -2.9175 -2.8629  -0.617
N4 -4.5547 -2.8676 -1.5329  0.131
C31 -4.5288 -1.5704 -1.0905  -1.074
H61 -4.2182 0.3087 -2.3115  0.519
H62 -4.1094 -1.3603 -4.3281  0.383
H63 -4.1429 -3.8417 -3.4068  0.373
H64 -4.5662 -3.6535 -0.8760  0.327
H65 -4.6435 -1.4164 -0.0424  0.564
C32 -3.0546 3.0736 -3.1122  0.408
C33 -4.1463 3.8885 -3.6390  -1.106
C34 -4.8174 3.1729 -4.5707  -0.693
N5 -4.1194 2.0037 -4.6950  0.080
C35 -3.0272 1.9358 -3.8514  -1.703
H66 -2.2850 3.3260 -2.4366  0.821
H67 -4.3455 4.8955 -3.4175  0.494
H68 -5.6285 3.4915 -5.1591  0.478
H69 -4.2811 1.2478 -5.3515  0.250
H70 -2.4607 1.0404 -3.7463  0.961
C36 4.8705 -1.3999 1.6763  -0.492
C37 5.0854 -1.9736 0.4119  -0.628
C38 5.2351 -0.9298 -0.4754  -0.427
N6 5.1145 0.2189 0.2287  0.192
C39 4.8411 -0.0410 1.5086  -0.722
H71 4.6967 -2.0025 2.5485  0.564
H72 5.1729 -3.0590 0.1421  0.473
H73 5.4296 -0.8468 -1.5657  0.366
H74 5.0786 1.1011 -0.2527  0.345
H75 4.5800 0.7580 2.1857  0.445

=====

Question: Number 2 is which compound?
Answer: C39H75N6O20P5

=====

Question: The highest charge belongs to which entry?
Answer: C39H74N11OPPdSSi

=====

Question: Among the records above, which one has the lowest energy?
Answer: C39H75N6O20P5